Version i
The following is a DFT calculation (ωB97M-V/def2-TZVPD) of a cluster of 2 separate species, H3O2 in total.

**Molar mass**: 35.02 g mol⁻¹
**Frontier orbital gap**: 8.372 eV
**Highest occupied orbital energy**: -3.026 eV
**Total charge**: -1

```
5
Properties=species:S:1:pos:R:3:lowdin_charge:R:1
O -0.7842 0.7000 0.9401 -0.255
H -1.0712 1.3745 0.3654 -0.076
O 0.9340 -0.6909 -0.7058 -0.571
H 0.8904 -1.6582 -0.8338 -0.151
H 0.0310 0.2745 0.2341 0.053
```



Version ii
The following is a DFT calculation (ωB97M-V/def2-TZVPD) of a cluster of 2 separate species, H3O2 in total.

**Molar mass**: 35.02 g mol⁻¹
**Frontier orbital gap**: 8.075 eV
**Highest occupied orbital energy**: -2.578 eV
**Total charge**: -1

```
5
Properties=species:S:1:pos:R:3:lowdin_charge:R:1
O -0.3530 -1.2511 0.4670 -0.142
H -0.3867 -1.4091 -0.4754 -0.005
O 0.4775 1.2328 -0.4281 -0.610
H -0.2617 1.8370 -0.3278 -0.202
H -0.3471 -0.2818 0.4917 -0.040
```



Energies, relative to the best one, in kcal/mol: version i 2.9; version ii 0.0.



Version i
The following is a DFT calculation (ωB97M-V/def2-TZVPD) of a structure of composition CH4FNS.

**Molar mass**: 81.11 g mol⁻¹
**Frontier orbital gap**: 8.475 eV
**Highest occupied orbital energy**: -7.920 eV
**Total charge**: 0

```
8
Properties=species:S:1:pos:R:3:lowdin_charge:R:1
C 0.3813 -1.1836 0.9687 -0.188
H 0.8282 1.4859 -1.1575 -0.106
H 0.6581 -2.2368 0.9517 0.064
H -0.1760 -0.8190 1.8358 0.061
H -1.5305 1.4500 -1.2479 0.051
N 0.7278 -0.4748 -0.0255 -0.385
F -1.1669 0.5993 -1.3498 -0.250
S 0.2779 1.1790 0.0245 0.752
```



Version ii
The following is a DFT calculation (ωB97M-V/def2-TZVPD) of a cluster of 2 separate species, CH4FNS in total.

**Molar mass**: 81.11 g mol⁻¹
**Frontier orbital gap**: 7.311 eV
**SMILES**: CN=S.F
**Highest occupied orbital energy**: -9.348 eV
**Total charge**: 0

```
8
Properties=species:S:1:pos:R:3:lowdin_charge:R:1
C -0.8723 0.4554 0.1705 -0.244
N 0.5054 0.2084 0.0397 -0.622
S 1.4782 0.3486 1.2623 0.782
H -1.2932 0.1174 1.1743 0.094
H -1.0317 1.5536 0.0594 0.093
H -1.4220 0.0294 -0.7386 0.104
F 1.6545 -1.7300 -1.0819 -0.228
H 0.9812 -0.9827 -0.8855 0.020
```



Energies, relative to the best one, in kcal/mol: version i 24.9; version ii 0.0.



Version i
The following is a DFT calculation (ωB97M-V/def2-TZVPD) of a structure of composition C42H49ClInN6SSe.

**Molar mass**: 899.19 g mol⁻¹
**Frontier orbital gap (spin up / spin down)**: 5.688 / 5.431 eV
**Highest occupied orbital energy (spin up / spin down)**: -3.798 / -3.485 eV
**Total charge**: -1

```
101
Properties=species:S:1:pos:R:3:lowdin_charge:R:1
In -0.4961 0.9008 -0.9659 0.681
N -1.9298 4.4687 -2.5668 0.026
N -2.5372 5.2386 -1.5627 -0.107
C -2.2018 5.1563 -0.2550 -0.873
N -2.6552 6.1601 0.5571 0.061
S -1.2745 3.9363 0.3643 0.709
H -1.0226 4.1386 -2.2294 0.037
H -2.4851 3.6340 -2.7636 0.075
H -2.9155 6.1132 -1.9054 0.133
H -3.4883 6.6661 0.2967 0.091
H -2.5418 5.9767 1.5429 0.079
C -1.7637 -3.8814 1.0607 -0.048
C -1.6053 -2.7503 0.0453 -0.372
C -2.9565 -2.3734 -0.5621 -0.051
C -0.6213 -3.0934 -1.0516 -0.147
C -0.8838 -4.1695 -1.8786 -0.058
C -0.0520 -4.4659 -2.9407 -0.107
C 1.0423 -3.6632 -3.1859 -0.085
C 1.3532 -2.5752 -2.3795 -0.149
C 2.6359 -1.8401 -2.7357 -0.354
C 3.8369 -2.7070 -2.3343 -0.064
C 2.8133 -0.4292 -2.1851 -0.079
C 0.5156 -2.2909 -1.2938 -0.210
N 0.7175 -1.1814 -0.4837 -0.001
C 1.0288 -1.3521 0.7915 -0.213
C 0.8675 -0.3166 1.7650 -0.236
N 0.2884 0.8284 1.4600 0.055
C 0.0678 1.8162 2.4010 -0.248
C -1.1451 1.8658 3.1226 -0.160
C -1.3637 2.9270 3.9879 -0.063
C -0.4288 3.9259 4.1656 -0.101
C 0.7506 3.8727 3.4516 -0.063
C 1.0268 2.8361 2.5745 -0.171
C 2.3680 2.8873 1.8619 -0.349
C 3.2585 1.6741 2.1467 -0.046
C 2.2566 3.0890 0.3493 -0.072
C -2.2611 0.8379 3.0400 -0.348
C -1.8250 -0.5667 3.4582 -0.041
C -2.9577 0.7828 1.6807 -0.069
C 1.3542 -0.8239 3.0461 -0.103
C 1.4694 -0.3314 4.3246 -0.023
C 1.9938 -1.1639 5.3315 -0.072
C 2.3968 -2.4549 5.0944 -0.030
C 2.2950 -2.9981 3.7900 -0.164
C 2.6737 -4.2924 3.3553 -0.032
C 2.5305 -4.6415 2.0352 -0.072
C 1.9879 -3.7752 1.0674 -0.001
C 1.5938 -2.5156 1.4557 -0.071
C 1.7744 -2.1558 2.8150 -0.075
H -2.4495 -3.5763 1.8497 0.072
H -0.8060 -4.1300 1.5150 0.070
H -2.1622 -4.7765 0.5874 0.073
H -1.2343 -1.8727 0.5817 0.095
H -3.4145 -3.2220 -1.0661 0.078
H -2.8152 -1.5780 -1.2949 0.072
H -3.6357 -2.0269 0.2155 0.068
H -1.7580 -4.7797 -1.7020 0.108
H -0.2691 -5.3091 -3.5830 0.099
H 1.6707 -3.8792 -4.0398 0.114
H 2.6324 -1.7464 -3.8277 0.138
H 3.8596 -2.8431 -1.2542 0.073
H 4.7674 -2.2333 -2.6415 0.071
H 3.7845 -3.6873 -2.8034 0.069
H 2.9188 -0.4292 -1.1022 0.067
H 1.9585 0.1909 -2.4620 0.037
H 3.7140 0.0103 -2.6168 0.080
H -2.2892 2.9645 4.5498 0.105
H -0.6126 4.7370 4.8578 0.093
H 1.4771 4.6641 3.5782 0.106
H 2.8826 3.7720 2.2636 0.124
H 2.9511 0.8315 1.5345 0.068
H 3.2073 1.3727 3.1906 0.073
H 4.2949 1.9078 1.9093 0.080
H 1.8344 2.2024 -0.1239 0.022
H 3.2472 3.2680 -0.0696 0.082
H 1.6232 3.9451 0.1257 0.050
H -3.0225 1.1615 3.7649 0.124
H -1.1949 -1.0198 2.7008 0.059
H -2.7027 -1.1959 3.5972 0.081
H -1.2686 -0.5425 4.3935 0.079
H -2.2933 0.3685 0.9259 -0.002
H -3.2635 1.7786 1.3667 0.064
H -3.8423 0.1511 1.7527 0.080
H 1.1703 0.6766 4.5712 0.111
H 2.0865 -0.7601 6.3325 0.099
H 2.8104 -3.0577 5.8926 0.104
H 3.0926 -4.9937 4.0647 0.103
H 2.8452 -5.6271 1.7157 0.100
H 1.8906 -4.1140 0.0463 0.111
Cl -1.5119 -1.8077 -4.5986 -0.190
Se -1.1157 0.6793 -4.0645 0.403
C -1.7434 1.2816 -5.7352 -0.673
C -1.0398 2.2195 -6.4975 -0.128
C -1.5891 2.6501 -7.6879 -0.188
N -2.7545 2.2297 -8.1693 0.024
C -3.4116 1.3300 -7.4432 -0.179
C -2.9697 0.8354 -6.2348 -0.143
H -0.0848 2.6011 -6.1616 0.089
H -1.0627 3.3683 -8.3092 0.092
H -4.3504 0.9891 -7.8688 0.094
H -3.5370 0.0984 -5.6850 0.076
```



Version ii
The following is a DFT calculation (ωB97M-V/def2-TZVPD) of a structure of composition C42H49ClInN6SSe.

**Molar mass**: 899.19 g mol⁻¹
**Frontier orbital gap**: 4.737 eV
**Highest occupied orbital energy**: -3.636 eV
**Total charge**: -1

```
101
Properties=species:S:1:pos:R:3:lowdin_charge:R:1
In 0.5281 0.4049 -2.3968 0.453
N -0.6859 -2.2729 -1.5610 -0.006
N -1.2999 -3.5188 -1.4121 -0.105
C -1.5025 -4.3194 -2.4963 -0.960
N -2.5003 -5.2328 -2.3289 0.055
S -0.6177 -4.2707 -3.8855 0.576
H -0.0341 -2.1020 -0.8041 0.022
H -1.3776 -1.5271 -1.5639 0.012
H -1.9888 -3.5952 -0.6744 0.100
H -2.9147 -5.4069 -1.4287 0.086
H -2.5720 -5.9380 -3.0381 0.072
C 1.5026 -2.8771 3.6638 -0.052
C 1.2292 -2.9712 2.1592 -0.367
C 0.5479 -4.3010 1.8157 -0.056
C 2.4974 -2.7994 1.3374 -0.139
C 3.5371 -3.7049 1.5008 -0.046
C 4.6926 -3.6178 0.7428 -0.076
C 4.8117 -2.6212 -0.2103 -0.037
C 3.8033 -1.6868 -0.4053 -0.142
C 3.9605 -0.5818 -1.4283 -0.403
C 3.9239 -1.1568 -2.8461 -0.066
C 5.2374 0.2313 -1.2030 -0.058
C 2.6444 -1.7764 0.3787 -0.162
N 1.5681 -0.8874 0.1828 0.135
C 1.3641 0.0356 1.0384 -0.164
C 0.0793 0.7746 1.0917 -0.158
N -0.8502 0.5506 0.2488 0.139
C -2.1051 1.1749 0.3966 -0.165
C -3.1444 0.4032 0.9435 -0.140
C -4.4057 0.9668 1.0613 -0.041
C -4.6423 2.2626 0.6350 -0.071
C -3.6112 3.0130 0.0977 -0.031
C -2.3247 2.5019 -0.0137 -0.142
C -1.2190 3.3509 -0.6097 -0.374
C -0.9271 4.6123 0.2110 -0.049
C -1.5714 3.7351 -2.0474 -0.064
C -2.8783 -1.0188 1.4055 -0.373
C -2.9579 -1.1382 2.9293 -0.053
C -3.8251 -2.0069 0.7186 -0.065
C 0.1130 1.6189 2.3036 -0.055
C -0.7843 2.4409 2.9377 -0.002
C -0.3899 3.0665 4.1428 -0.056
C 0.8513 2.8880 4.6998 -0.018
C 1.7981 2.0406 4.0745 -0.153
C 3.1120 1.7440 4.5133 -0.018
C 3.9013 0.8834 3.7917 -0.059
C 3.4548 0.2381 2.6163 0.011
C 2.1854 0.5034 2.1682 -0.061
C 1.3861 1.4210 2.8932 -0.066
H 0.5637 -2.9323 4.2194 0.076
H 1.9903 -1.9345 3.9151 0.069
H 2.1443 -3.6940 3.9996 0.074
H 0.5306 -2.1756 1.9015 0.112
H 1.1858 -5.1455 2.0822 0.075
H 0.3409 -4.3579 0.7452 0.071
H -0.3932 -4.3957 2.3632 0.074
H 3.4440 -4.4872 2.2452 0.107
H 5.4979 -4.3263 0.8917 0.098
H 5.7136 -2.5559 -0.8068 0.110
H 3.1299 0.1144 -1.3209 0.039
H 4.7877 -1.8037 -3.0197 0.078
H 3.9483 -0.3471 -3.5776 0.078
H 3.0173 -1.7448 -3.0027 0.075
H 6.1305 -0.3784 -1.3578 0.070
H 5.2660 0.6368 -0.1892 0.073
H 5.2597 1.0671 -1.9033 0.079
H -5.2140 0.3922 1.4990 0.109
H -5.6362 2.6854 0.7124 0.099
H -3.8115 4.0281 -0.2229 0.113
H -0.2933 2.7743 -0.6368 0.081
H -1.8132 5.2464 0.2849 0.076
H -0.1360 5.1735 -0.2882 0.085
H -0.5862 4.3646 1.2175 0.057
H -2.4008 4.4469 -2.0652 0.083
H -1.8740 2.8519 -2.6098 0.041
H -0.7098 4.1837 -2.5426 0.072
H -1.8610 -1.2696 1.1008 0.105
H -3.9670 -0.9215 3.2859 0.077
H -2.2663 -0.4406 3.4065 0.073
H -2.6911 -2.1494 3.2473 0.072
H -4.8609 -1.8393 1.0187 0.074
H -3.5635 -3.0356 0.9860 0.069
H -3.7726 -1.8930 -0.3664 0.086
H -1.7754 2.6125 2.5414 0.113
H -1.1010 3.7179 4.6352 0.106
H 1.1121 3.3902 5.6239 0.111
H 3.4909 2.1991 5.4205 0.111
H 4.9055 0.6723 4.1375 0.104
H 4.1116 -0.4477 2.0979 0.113
Cl 2.0396 2.4986 -2.7783 -0.315
Se -2.3713 0.2026 -4.0440 0.405
C -2.4384 1.7496 -5.1275 -0.754
C -3.6417 2.1833 -5.6935 -0.150
C -3.6580 3.3497 -6.4367 -0.195
N -2.5865 4.1102 -6.6639 0.015
C -1.4377 3.6843 -6.1363 -0.178
C -1.3063 2.5326 -5.3810 -0.151
H -4.5468 1.6090 -5.5475 0.079
H -4.5821 3.7126 -6.8804 0.088
H -0.5724 4.3091 -6.3404 0.096
H -0.3414 2.2440 -4.9847 0.060
```



Energies, relative to the best one, in kcal/mol: version i 38.6; version ii 0.0.